Entry from the Open Molecules 2025 dataset: the molecule CH3ClN2O2 at a distorted geometry (ωB97M-V/def2-TZVPD).

Net charge: 0
Frontier orbital gap (alpha / beta): 9.36 / 9.36 eV
HOMO level (alpha / beta): -9.41 / -9.41 eV
Lowest unoccupied orbital energy (alpha / beta): -0.049 / -0.049 eV

XYZ file:
```
9
Properties=species:S:1:pos:R:3:lowdin_charge:R:1
C 0.293 0.373 0.858 -0.5034
N -1.437 -1.146 0.316 -0.1726
N -1.055 0.020 0.554 -0.2286
O -2.566 -1.460 -0.026 0.0340
O -1.957 1.305 0.404 -0.1684
Cl 1.345 -1.004 0.477 0.6650
H 0.449 1.272 0.159 0.1351
H 0.191 0.712 1.832 0.0777
H -0.562 -1.880 0.390 0.1612
```